Entry 1:
The following is a DFT calculation (wB97M-V/def2-TZVPD) of C35H38AgN6OS2 as an isolated structure in a non-equilibrium geometry.

```
83
C35H38AgN6OS2, DFT wB97M-V/def2-TZVPD
Ag 0.253 13.819 14.355
C 1.581 10.813 13.960
C 0.947 10.900 12.562
C 1.145 12.096 11.631
C 1.794 11.921 10.344
C 2.011 12.931 9.415
C 1.581 14.320 9.781
C 1.060 14.409 11.243
N 0.672 13.293 12.004
N 0.818 11.444 15.056
C 1.690 11.658 16.213
C 1.319 12.849 16.998
C 1.846 13.050 18.335
C 1.460 14.168 19.094
C 0.667 15.104 18.543
C 0.237 14.881 17.206
N 0.505 13.813 16.468
C -0.426 10.631 15.403
C -1.699 11.419 15.500
C -2.798 10.937 16.220
C -3.939 11.674 16.489
C -3.996 12.907 15.910
C -3.033 13.196 14.960
N -1.895 12.486 14.707
H 2.614 11.105 13.987
H 1.646 9.765 14.165
H -0.164 10.684 12.687
H 1.407 10.160 11.979
H 2.218 10.937 10.109
H 2.692 12.754 8.532
H 2.323 15.067 9.476
H 0.348 16.457 10.696
H 2.732 11.872 15.863
H 1.824 10.759 16.817
H 2.569 12.365 18.828
H 1.854 14.246 20.084
H 0.556 16.149 18.921
H -0.386 15.573 16.649
H -0.238 10.049 16.296
H -0.547 9.900 14.606
H -2.680 10.028 16.768
H -4.693 11.418 17.182
H -4.814 13.534 16.119
H -3.274 14.109 14.413
C 8.212 16.684 16.098
N 7.569 15.388 16.188
C 6.300 15.237 16.849
C 6.027 13.614 16.754
N 7.263 13.166 16.199
C 8.039 14.153 15.712
S 9.546 14.078 14.985
H 8.042 17.284 17.014
H 7.754 17.236 15.266
H 9.268 16.575 15.805
H 5.566 15.805 16.253
H 6.330 15.559 17.940
H 5.203 13.343 16.143
H 5.850 13.150 17.772
H 7.513 12.203 15.927
O 1.683 15.350 13.647
S 2.492 15.203 12.368
C 2.860 16.953 11.918
C 4.000 17.409 11.250
C 4.141 18.748 11.189
C 3.163 19.654 11.627
C 1.938 19.179 12.040
C 1.848 17.813 12.293
C -0.018 15.435 10.813
C 0.136 14.754 9.312
C -0.353 15.750 8.337
C -1.659 16.113 8.601
C -2.228 15.910 9.905
C -1.454 15.581 11.027
H 4.792 16.761 10.934
H 5.053 19.172 10.824
H 3.358 20.681 11.397
H 1.088 19.837 12.167
H 1.023 17.371 12.851
H -0.503 13.889 9.387
H 0.186 15.849 7.398
H -2.318 16.573 7.811
H -3.267 16.042 9.966
H -1.934 15.243 11.984
```

Calculated values
- net charge = +1
- M (g/mol) = 730.73
- total energy (Ha) = -2703.2050
- 2S+1 = 1
- Kohn-Sham gap (Eh) = 0.2297

Entry 2:
The following is a DFT calculation (wB97M-V/def2-TZVPD) of C35H38AsBN2O6PRuSe as an isolated structure in a non-equilibrium geometry.

```
86
C35H38AsBN2O6PRuSe, DFT wB97M-V/def2-TZVPD
Ru 0.197 -0.151 0.495
O -3.076 2.047 -1.648
C -2.075 1.226 -1.247
O -1.159 1.676 -0.488
C -2.059 -0.103 -1.687
C -3.022 -0.704 -2.536
C -2.925 -2.031 -2.827
C -1.873 -2.795 -2.271
C -0.960 -2.147 -1.465
N -1.015 -0.855 -1.200
C 0.189 -2.893 -0.748
O 0.009 -4.069 -0.476
O 1.191 -2.172 -0.486
H -2.917 2.922 -1.265
H -3.811 -0.076 -2.917
H -3.649 -2.516 -3.466
H -1.789 -3.855 -2.441
C -4.730 -1.007 1.842
C -3.496 -1.906 1.736
C -3.841 -3.246 1.091
O -2.599 -1.227 0.840
B -1.488 -0.859 1.499
O -1.502 -1.211 2.810
C -2.663 -2.028 3.070
C -2.128 -3.433 3.362
C -3.381 -1.490 4.305
H -5.142 -0.877 0.844
H -4.450 -0.023 2.210
H -5.485 -1.439 2.489
H -4.330 -3.066 0.137
H -4.503 -3.823 1.729
H -2.937 -3.814 0.889
H -1.503 -3.785 2.544
H -2.934 -4.139 3.535
H -1.505 -3.389 4.253
H -3.599 -0.435 4.189
H -2.745 -1.605 5.178
H -4.304 -2.040 4.465
C 2.261 -2.466 2.282
P 1.595 -0.767 2.383
C 3.128 0.240 2.473
C 1.120 -0.732 4.150
H 2.968 -2.628 3.096
H 2.751 -2.615 1.321
H 1.436 -3.176 2.355
H 3.841 -0.217 3.160
H 2.871 1.237 2.834
H 3.577 0.313 1.481
H 1.958 -1.103 4.741
H 0.244 -1.353 4.311
H 0.888 0.285 4.455
C 5.977 0.251 -3.413
C 5.841 0.022 -2.054
C 4.597 0.137 -1.456
C 3.478 0.492 -2.200
C 3.624 0.708 -3.567
C 4.866 0.587 -4.169
As 1.739 0.781 -1.299
C 1.905 2.667 -0.840
C 2.623 3.201 0.216
C 2.456 4.534 0.555
C 1.549 5.314 -0.142
C 0.844 4.792 -1.213
C 1.020 3.465 -1.585
C 0.343 2.764 -2.678
C -0.581 3.311 -3.559
C -1.187 2.513 -4.515
C -0.871 1.168 -4.616
C 0.034 0.603 -3.731
C 0.643 1.392 -2.770
H 6.945 0.157 -3.884
H 6.705 -0.249 -1.465
H 4.489 -0.060 -0.396
H 2.758 0.977 -4.162
H 4.967 0.754 -5.232
H 3.312 2.576 0.774
H 3.009 4.955 1.381
H 1.391 6.340 0.155
H 0.145 5.421 -1.744
H -0.844 4.358 -3.494
H -1.931 2.940 -5.170
H -1.355 0.555 -5.360
H 0.248 -0.460 -3.771
Se -0.465 2.171 1.929
C 0.298 2.497 3.535
N 0.797 2.692 4.558
```

Calculated values
- net charge = 0
- M (g/mol) = 879.44
- total energy (Ha) = -7015.9067
- 2S+1 = 2
- Kohn-Sham gap (alpha / beta) (Eh) = 0.2355 / 0.2340
- <S²> = 0.766

Entry 3:
The following is a DFT calculation (wB97M-V/def2-TZVPD) of C35H38CuGeN2OTe as an isolated structure in a non-equilibrium geometry.

```
79
C35H38CuGeN2OTe, DFT wB97M-V/def2-TZVPD
Cu 0.175 -0.720 -0.221
C -2.328 3.610 -0.913
C -2.145 2.187 -0.341
O -1.823 1.194 -0.987
N -2.255 2.133 1.039
C -1.787 0.952 1.776
C -2.455 -0.320 1.529
C -3.812 -0.450 1.889
C -4.435 -1.675 1.738
C -3.614 -2.774 1.349
C -2.309 -2.541 1.060
N -1.681 -1.294 1.080
H -1.446 4.144 -0.605
H -3.218 4.132 -0.499
H -2.354 3.632 -1.988
H -2.352 3.022 1.526
H -1.826 1.185 2.833
H -0.718 0.775 1.567
H -4.315 0.428 2.237
H -5.512 -1.772 2.010
H -3.893 -3.836 1.383
H -1.637 -3.347 0.663
C -5.099 -2.444 -2.548
Te -3.795 -1.021 -1.716
C -3.441 -0.141 -3.590
H -5.824 -1.991 -3.222
H -5.760 -2.921 -1.775
H -4.662 -3.312 -3.017
H -3.254 -0.991 -4.261
H -2.639 0.565 -3.575
H -4.323 0.443 -3.841
C 1.284 -1.798 -1.572
C 0.228 -2.683 -1.916
C -0.645 -2.397 -3.006
C -1.700 -3.279 -3.385
C -1.824 -4.462 -2.722
C -0.997 -4.765 -1.643
C 0.052 -3.918 -1.289
H 1.587 -1.090 -2.330
H 2.081 -2.214 -0.976
H -0.503 -1.452 -3.527
H -2.313 -2.983 -4.252
H -2.685 -5.147 -2.956
H -1.214 -5.646 -1.048
H 0.767 -4.161 -0.509
C 6.286 -0.067 -1.133
C 5.207 0.169 -1.991
C 3.958 0.374 -1.470
C 3.723 0.266 -0.109
C 4.811 0.049 0.760
C 6.083 -0.075 0.221
Ge 1.922 0.715 0.602
C 2.088 0.316 2.517
C 2.605 1.190 3.479
C 2.599 0.862 4.835
C 2.056 -0.371 5.287
C 1.515 -1.234 4.317
C 1.593 -0.931 2.964
C 1.785 2.738 0.440
C 0.960 3.533 1.247
C 0.888 4.920 1.053
C 1.693 5.524 0.083
C 2.413 4.689 -0.753
C 2.471 3.320 -0.583
H 7.283 -0.362 -1.535
H 5.406 0.254 -3.019
H 3.198 0.630 -2.218
H 4.618 0.090 1.843
H 6.942 -0.271 0.854
H 3.033 2.160 3.101
H 2.813 1.670 5.543
H 1.978 -0.493 6.372
H 0.999 -2.127 4.594
H 1.025 -1.498 2.258
H 0.454 3.046 2.053
H 0.325 5.542 1.739
H 1.596 6.584 -0.057
H 3.021 5.183 -1.491
H 3.070 2.750 -1.253
```

Calculated values
- net charge = 0
- M (g/mol) = 766.46
- total energy (Ha) = -5526.5761
- 2S+1 = 2
- Kohn-Sham gap (alpha / beta) (Eh) = 0.2376 / 0.2383
- <S²> = 0.775

- Which value of 2S+1 does entry 2 give?
  2

- Number 2 is which compound?
  C35H38AsBN2O6PRuSe

- Which value of net charge does entry 2 give?
  0